*1*
Density functional theory data (ωB97M-V with the def2-TZVPD basis set) for one molecule with the formula C5H7NO3.

As for the frontier orbital gap: 9.4 eV. The LUMO energy is 0.0 eV. The SMILES is O=C(O)C(=O)N1CCC1.

Cartesian coordinates (Å):
O (2.9781, -0.1000, 0.2272)
C (2.2423, 0.0165, -0.7841)
O (2.6609, 0.5042, -1.9816)
C (0.7334, -0.2025, -0.5223)
O (0.0241, -0.0093, -1.5077)
N (0.0283, -0.6496, 0.7052)
C (-1.2712, -0.3139, 1.2647)
C (-0.5989, -0.2088, 2.6659)
C (0.6182, -0.8490, 2.0191)
H (1.9354, 0.4532, -2.5764)
H (-1.7506, 0.5554, 0.9251)
H (-1.8500, -1.2475, 1.1211)
H (-0.4457, 0.8368, 2.9141)
H (-0.9971, -0.6655, 3.5568)
H (1.5606, -0.3203, 2.0996)
H (0.6533, -1.8731, 2.3610)

*2*
Density functional theory data (ωB97M-V with the def2-TZVPD basis set) for C5H7NO3 as an isolated structure.

As for the frontier orbital gap (alpha / beta): 7.3 / 7.2 eV. The LUMO energy (alpha / beta) is 0.1 / -0.1 eV.

Cartesian coordinates (Å):
C (0.4805, -1.4590, -1.6489)
C (-1.5767, -0.2573, 1.1634)
C (0.0394, -0.4615, 0.6138)
C (0.0230, -0.3637, -0.7466)
C (0.2310, 2.1318, 1.3789)
O (0.6466, -1.5331, 1.2055)
O (-0.5170, 0.7598, -1.3201)
N (0.7084, 0.9881, 1.5267)
O (-2.2830, 0.6535, 1.1643)
H (1.1838, -1.1577, 1.9190)
H (-0.7590, 0.5761, -2.2372)
H (-0.3263, -1.7674, -2.3239)
H (1.3246, -1.1200, -2.2601)
H (0.7920, -2.3266, -1.0707)
H (0.6945, 2.9920, 1.8721)
H (-0.6618, 2.3450, 0.7638)

Computed stability ranking, most favorable first: *1*, *2*